Here is a cluster of 8 separate species, C42H48IN7O3S in total from the OMol25 dataset. Energies are from ωB97M-V/def2-TZVPD.

Positions of all 102 atoms, in Å:
O: 4.0155 1.4949 -2.1992
S: 4.4036 0.8335 -0.9923
O: 5.0276 1.5936 0.0394
C: 2.9969 -0.0089 -0.3237
C: 2.4710 -0.9913 -1.3779
C: 1.0897 -1.5433 -1.0030
C: -0.0246 -0.6705 -1.5998
C: -1.2843 -0.6447 -0.7461
I: -2.4745 1.0602 -1.2581
C: 3.5665 -2.0328 -1.5939
C: 4.7784 -1.3770 -2.2283
O: 5.3594 -0.3797 -1.3442
H: 2.2683 0.7460 -0.0391
H: 3.3325 -0.5582 0.5552
H: 2.3842 -0.4239 -2.3078
H: 1.0193 -2.5741 -1.3464
H: 0.9914 -1.5358 0.0848
H: -0.2507 -0.9791 -2.6173
H: 0.3621 0.3469 -1.6835
H: -1.9253 -1.4896 -0.9747
H: -1.0700 -0.6026 0.3149
H: 3.2180 -2.8538 -2.2208
H: 3.8775 -2.4760 -0.6442
H: 4.5247 -0.9399 -3.1930
H: 5.5597 -2.1168 -2.3787
N: -6.4416 -0.5841 1.3021
C: -7.7135 -0.9841 1.3228
C: -8.6364 -0.6481 0.3435
C: -8.2206 0.1480 -0.7120
C: -6.9027 0.5716 -0.7460
C: -6.0553 0.1784 0.2790
H: -8.0054 -1.6053 2.1637
H: -9.6554 -1.0043 0.4109
H: -8.9125 0.4331 -1.4945
H: -6.5322 1.1954 -1.5480
H: -5.0182 0.4955 0.2811
N: 6.3921 0.0784 3.9328
C: 7.5007 -0.4791 4.4140
C: 8.5814 -0.8344 3.6224
C: 8.5033 -0.6016 2.2574
C: 7.3559 -0.0218 1.7415
C: 6.3325 0.3004 2.6208
H: 7.5172 -0.6530 5.4846
H: 9.4594 -1.2838 4.0659
H: 9.3275 -0.8648 1.6065
H: 7.2515 0.1871 0.6873
H: 5.4257 0.7713 2.2658
N: -4.4343 3.0939 1.4817
C: -5.0208 2.5881 2.5653
C: -4.9832 3.1994 3.8106
C: -4.2992 4.3968 3.9393
C: -3.6817 4.9328 2.8207
C: -3.7799 4.2440 1.6211
H: -5.5399 1.6457 2.4285
H: -5.4780 2.7426 4.6566
H: -4.2469 4.9035 4.8946
H: -3.1346 5.8641 2.8735
H: -3.3089 4.6302 0.7233
N: -9.3369 -2.7880 4.1066
C: -8.9357 -3.7723 4.9070
C: -9.1541 -3.7854 6.2762
C: -9.8241 -2.7158 6.8469
C: -10.2465 -1.6823 6.0271
C: -9.9791 -1.7672 4.6692
H: -8.4125 -4.5896 4.4231
H: -8.8058 -4.6140 6.8772
H: -10.0131 -2.6878 7.9122
H: -10.7715 -0.8266 6.4286
H: -10.2932 -0.9779 3.9944
N: 2.4109 0.7875 3.7396
C: 1.1702 1.2542 3.6137
C: 0.8255 2.5854 3.7896
C: 1.8277 3.4843 4.1186
C: 3.1231 3.0145 4.2557
C: 3.3667 1.6618 4.0587
H: 0.4134 0.5197 3.3571
H: -0.2005 2.9063 3.6685
H: 1.6019 4.5333 4.2623
H: 3.9367 3.6813 4.5069
H: 4.3721 1.2573 4.1430
N: 0.0344 -0.1265 -5.1569
C: 0.5539 -1.0700 -5.9382
C: 0.4748 -1.0548 -7.3219
C: -0.1844 0.0001 -7.9301
C: -0.7308 0.9908 -7.1314
C: -0.5932 0.8836 -5.7558
H: 1.0625 -1.8801 -5.4254
H: 0.9204 -1.8492 -7.9045
H: -0.2690 0.0506 -9.0079
H: -1.2523 1.8339 -7.5630
H: -1.0050 1.6396 -5.0962
N: 5.4073 -0.8202 -6.2057
C: 5.8715 -1.9472 -6.7403
C: 7.1914 -2.3604 -6.6391
C: 8.0809 -1.5576 -5.9433
C: 7.6142 -0.3807 -5.3816
C: 6.2747 -0.0576 -5.5426
H: 5.1454 -2.5475 -7.2782
H: 7.5110 -3.2878 -7.0943
H: 9.1195 -1.8446 -5.8407
H: 8.2711 0.2763 -4.8285
H: 5.8689 0.8518 -5.1121

Calculated values
E_tot   -79840.41206 eV
Orbital gap   9.5834 eV

Mulliken population analysis, charges in e, atoms 1 to 99: number 1, O, carries -0.6640; number 2, S, carries 1.2799; number 3, O, carries -0.7085; number 4, C, carries -0.9529; number 5, C, carries 0.0709; number 6, C, carries -1.2464; number 7, C, carries -0.3316; number 8, C, carries -1.0447; number 9, I, carries -0.0417; number 10, C, carries -0.6996; number 11, C, carries -0.6490; number 12, O, carries -0.2696; number 13, H, carries 0.3740; number 14, H, carries 0.4760; number 15, H, carries 0.3891; number 16, H, carries 0.4588; number 17, H, carries 0.4040; number 18, H, carries 0.2548; number 19, H, carries 0.4473; number 20, H, carries 0.4479; number 21, H, carries 0.4560; number 22, H, carries 0.5184; number 23, H, carries 0.2277; number 24, H, carries 0.4042; number 25, H, carries 0.3690; number 26, N, carries -0.5269; number 27, C, carries -0.3538; number 28, C, carries -0.3233; number 29, C, carries -0.4066; number 30, C, carries -0.4708; number 31, C, carries -0.1125; number 32, H, carries 0.5561; number 33, H, carries 0.3929; number 34, H, carries 0.3806; number 35, H, carries 0.3929; number 36, H, carries 0.4678; number 37, N, carries -0.3534; number 38, C, carries -0.4662; number 39, C, carries -0.3306; number 40, C, carries -0.4708; number 41, C, carries -0.4158; number 42, C, carries 0.2440; number 43, H, carries 0.3763; number 44, H, carries 0.3691; number 45, H, carries 0.3890; number 46, H, carries 0.4494; number 47, H, carries 0.1097; number 48, N, carries -0.2123; number 49, C, carries 0.1501; number 50, C, carries -0.7219; number 51, C, carries -0.2349; number 52, C, carries -0.4763; number 53, C, carries -0.2477; number 54, H, carries 0.2385; number 55, H, carries 0.3859; number 56, H, carries 0.3967; number 57, H, carries 0.3827; number 58, H, carries 0.3471; number 59, N, carries -0.4143; number 60, C, carries -0.1786; number 61, C, carries -0.4409; number 62, C, carries -0.1356; number 63, C, carries -0.5467; number 64, C, carries -0.0198; number 65, H, carries 0.3481; number 66, H, carries 0.3441; number 67, H, carries 0.3643; number 68, H, carries 0.3479; number 69, H, carries 0.3284; number 70, N, carries -0.5279; number 71, C, carries -0.2897; number 72, C, carries -0.4195; number 73, C, carries -0.2925; number 74, C, carries -0.5083; number 75, C, carries -0.1920; number 76, H, carries 0.4440; number 77, H, carries 0.5037; number 78, H, carries 0.3852; number 79, H, carries 0.3817; number 80, H, carries 0.6317; number 81, N, carries -0.1871; number 82, C, carries 0.0231; number 83, C, carries -0.7355; number 84, C, carries -0.1314; number 85, C, carries -0.6253; number 86, C, carries -0.1936; number 87, H, carries 0.3582; number 88, H, carries 0.3516; number 89, H, carries 0.3716; number 90, H, carries 0.3602; number 91, H, carries 0.4018; number 92, N, carries -0.4914; number 93, C, carries -0.1885; number 94, C, carries -0.3849; number 95, C, carries -0.2419; number 96, C, carries -0.3380; number 97, C, carries -0.2777; number 98, H, carries 0.3708; number 99, H, carries 0.3679



Here is a cluster of 6 separate species, C42H48N6O12 in total from the OMol25 dataset. Energies are from ωB97M-V/def2-TZVPD.

Positions of all 108 atoms, in Å:
C: 1.3495 2.9654 2.9551
O: 0.1444 2.3546 2.5429
C: -0.1527 1.0950 3.1186
C: -0.6517 0.1194 2.0410
C: -1.9428 -0.6083 2.4252
C: -3.2385 0.1746 2.1627
C: -3.2559 0.9974 0.8755
C: -4.6699 1.4057 0.4590
C: -5.4181 2.2086 1.5340
C: -6.4511 1.3964 2.3396
C: -7.8782 1.9398 2.2559
N: -8.6043 1.2891 3.3628
C: -7.6488 0.9972 4.3574
O: -7.9128 0.4511 5.4070
C: -6.2908 1.4822 3.8729
H: 1.7724 2.4906 3.8398
H: 1.1527 4.0117 3.1921
H: 2.0758 2.9442 2.1394
H: 0.7283 0.6759 3.6070
H: -0.9348 1.2219 3.8742
H: -0.7389 0.6653 1.1068
H: 0.1176 -0.6402 1.8801
H: -1.8932 -0.8065 3.5010
H: -1.9708 -1.5911 1.9550
H: -3.4707 0.7981 3.0270
H: -4.0521 -0.5576 2.1015
H: -2.7661 0.4588 0.0678
H: -2.6968 1.9228 1.0366
H: -5.2438 0.5210 0.1719
H: -4.5804 2.0157 -0.4418
H: -4.7223 2.7066 2.2079
H: -5.9717 3.0039 1.0277
H: -6.4621 0.3498 2.0290
H: -8.3669 1.8355 1.2911
H: -7.8374 3.0044 2.5011
H: -9.0804 0.4363 3.0957
H: -5.4532 0.9695 4.3266
H: -6.3008 2.5580 4.0830
C: 3.7127 2.9502 -2.3865
C: 2.8453 3.9717 -2.7499
C: 1.4844 3.8446 -2.5203
C: 1.0179 2.6865 -1.9280
C: 1.8640 1.6563 -1.5602
C: 3.2217 1.7945 -1.7936
N: -0.4217 2.5470 -1.6668
O: -1.1500 3.4601 -1.9896
O: -0.7967 1.5250 -1.1284
H: 4.7745 3.0521 -2.5677
H: 3.2283 4.8703 -3.2132
H: 0.8005 4.6319 -2.7992
H: 1.4706 0.7630 -1.0979
H: 3.8972 0.9995 -1.5165
C: 3.6715 -4.5746 -1.5686
C: 5.0599 -4.5512 -1.5981
C: 5.7229 -3.4396 -2.0922
C: 4.9747 -2.3689 -2.5469
C: 3.5911 -2.3740 -2.5302
C: 2.9387 -3.4906 -2.0354
N: 5.6688 -1.1800 -3.0549
O: 6.8806 -1.1880 -3.0833
O: 4.9846 -0.2399 -3.4200
H: 3.1582 -5.4428 -1.1767
H: 5.6246 -5.3975 -1.2316
H: 6.8018 -3.4085 -2.1188
H: 3.0327 -1.5249 -2.8965
H: 1.8579 -3.5135 -2.0133
C: 7.4960 1.6931 -6.2310
C: 7.6112 2.4842 -7.3672
C: 6.5782 2.5312 -8.2891
C: 5.4417 1.7810 -8.0499
C: 5.3094 0.9848 -6.9273
C: 6.3484 0.9421 -6.0115
N: 4.3348 1.8381 -9.0186
O: 4.4839 2.5283 -10.0050
O: 3.3378 1.1920 -8.7737
H: 8.3031 1.6617 -5.5107
H: 8.5062 3.0671 -7.5362
H: 6.6558 3.1411 -9.1763
H: 4.4102 0.4091 -6.7660
H: 6.2606 0.3300 -5.1280
C: 7.1377 -11.5056 -2.0963
C: 5.9829 -10.9090 -1.6078
C: 6.0395 -9.6462 -1.0418
C: 7.2612 -9.0018 -0.9787
C: 8.4236 -9.5789 -1.4553
C: 8.3554 -10.8428 -2.0177
N: 7.3263 -7.6552 -0.3925
O: 6.2939 -7.1724 0.0342
O: 8.4005 -7.0972 -0.3724
H: 7.0885 -12.4908 -2.5405
H: 5.0362 -11.4273 -1.6682
H: 5.1488 -9.1735 -0.6566
H: 9.3642 -9.0534 -1.3900
H: 9.2537 -11.3098 -2.3963
C: -9.6341 3.0825 6.1511
C: -8.4873 3.8554 6.2846
C: -8.5798 5.2007 6.6021
C: -9.8333 5.7536 6.7876
C: -10.9895 5.0058 6.6611
C: -10.8822 3.6624 6.3399
N: -9.9394 7.1780 7.1389
O: -8.9109 7.8162 7.2233
O: -11.0490 7.6325 7.3233
H: -9.5433 2.0339 5.9110
H: -7.5140 3.4033 6.1475
H: -7.6927 5.8069 6.7074
H: -11.9560 5.4631 6.8101
H: -11.7773 3.0646 6.2365

Calculated values
E_tot   -77829.34891 eV
Orbital gap   8.6129 eV

Mulliken population analysis, charges in e, atoms 1 to 99: number 1, C, carries -0.7358; number 2, O, carries -0.3031; number 3, C, carries -0.5669; number 4, C, carries 0.1707; number 5, C, carries -1.5403; number 6, C, carries 0.1734; number 7, C, carries -0.3456; number 8, C, carries -1.4139; number 9, C, carries -0.9455; number 10, C, carries 0.3211; number 11, C, carries -1.0043; number 12, N, carries -0.1253; number 13, C, carries 0.2538; number 14, O, carries -0.6307; number 15, C, carries -0.7436; number 16, H, carries 0.3557; number 17, H, carries 0.2569; number 18, H, carries 0.2085; number 19, H, carries 0.4249; number 20, H, carries 0.2891; number 21, H, carries -0.2981; number 22, H, carries 0.4936; number 23, H, carries 0.4121; number 24, H, carries 0.4108; number 25, H, carries 0.0055; number 26, H, carries 0.3604; number 27, H, carries 0.3839; number 28, H, carries 0.2678; number 29, H, carries 0.5207; number 30, H, carries 0.3238; number 31, H, carries 0.4309; number 32, H, carries 0.5274; number 33, H, carries 0.3997; number 34, H, carries 0.3539; number 35, H, carries 0.3979; number 36, H, carries 0.3187; number 37, H, carries 0.3380; number 38, H, carries 0.3106; number 39, C, carries -0.6159; number 40, C, carries -0.4633; number 41, C, carries -0.4612; number 42, C, carries 0.0614; number 43, C, carries -0.2693; number 44, C, carries -0.4580; number 45, N, carries 1.0490; number 46, O, carries -0.6361; number 47, O, carries -0.5860; number 48, H, carries 0.4373; number 49, H, carries 0.3911; number 50, H, carries 0.4900; number 51, H, carries 0.5211; number 52, H, carries 0.4739; number 53, C, carries -0.4859; number 54, C, carries -0.1517; number 55, C, carries -0.5673; number 56, C, carries 0.0228; number 57, C, carries -0.2036; number 58, C, carries -0.6203; number 59, N, carries 0.9973; number 60, O, carries -0.6094; number 61, O, carries -0.5561; number 62, H, carries 0.4273; number 63, H, carries 0.3588; number 64, H, carries 0.4792; number 65, H, carries 0.4995; number 66, H, carries 0.4131; number 67, C, carries -0.6421; number 68, C, carries -0.3639; number 69, C, carries -0.4550; number 70, C, carries 0.1064; number 71, C, carries -0.5012; number 72, C, carries 0.1464; number 73, N, carries 1.0242; number 74, O, carries -0.6120; number 75, O, carries -0.6121; number 76, H, carries 0.4191; number 77, H, carries 0.3813; number 78, H, carries 0.4596; number 79, H, carries 0.4836; number 80, H, carries 0.1855; number 81, C, carries -0.4291; number 82, C, carries -0.4502; number 83, C, carries -0.3392; number 84, C, carries 0.1950; number 85, C, carries -0.3889; number 86, C, carries -0.4126; number 87, N, carries 1.0551; number 88, O, carries -0.6450; number 89, O, carries -0.6065; number 90, H, carries 0.3756; number 91, H, carries 0.3702; number 92, H, carries 0.4486; number 93, H, carries 0.4445; number 94, H, carries 0.3709; number 95, C, carries -0.4089; number 96, C, carries -0.2096; number 97, C, carries -0.5235; number 98, C, carries 0.0864; number 99, C, carries -0.3678



Listing E_HOMO for the structures above in their given order: -0.329, -0.351 hartree.
Listing lowest unoccupied orbital energy for the structures above in their given order: 0.0229, -0.0344 Ha.
Listing ΔE to the lowest compared entry with this formula, charge and spin for the structures above in their given order: 0.00, 0.00 kcal/mol.